{
  "formula": "C17H17ClN2O4",
  "method": "ωB97M-V/def2-TZVPD",
  "species": ["O", "C", "N", "C", "C", "C", "C", "Cl", "C", "C", "C", "O", "N", "C", "C", "C", "C", "C", "O", "C", "C", "C", "C", "O", "H", "H", "H", "H", "H", "H", "H", "H", "H", "H", "H", "H", "H", "H", "H", "H", "H"],
  "xyz": [[3.187880, -0.881129, -1.913042], [2.167102, -1.380168, -1.332343], [0.899111, -0.871031, -0.962382], [0.497912, 0.326261, -1.436028], [1.154857, 1.148692, -2.479361], [0.801402, 2.365391, -2.694333], [-0.325750, 2.781590, -2.208920], [-1.189884, 4.314752, -2.647267], [-1.327388, 1.834556, -1.320697], [-0.755619, 0.598746, -0.903991], [-1.455200, -0.122765, 0.048840], [-1.300713, -1.488197, 0.327074], [-2.329549, 0.316521, 0.948156], [-3.001443, -0.166980, 2.083452], [-2.259210, 0.237343, 3.367621], [-0.896170, -0.309547, 3.568810], [-0.333617, 0.732068, 4.260046], [-0.946901, 2.005324, 3.788316], [-2.542773, 1.472844, 3.487797], [2.425827, -2.857538, -0.938432], [3.489653, -3.746152, -0.987657], [3.013216, -4.929499, -0.038029], [1.662084, -4.733551, 0.176083], [1.599841, -3.329620, 0.033085], [0.348851, -1.514573, -0.490342], [2.124182, 0.753086, -2.713874], [1.170987, 2.954040, -3.220647], [-2.076432, 2.225489, -0.949215], [-2.331055, 1.514046, 0.750844], [-4.133113, 0.061124, 1.874859], [-2.999565, -1.289103, 1.976915], [-3.031058, -0.000044, 4.017769], [-1.157598, -1.234468, 4.249482], [-0.416911, -0.522921, 2.720087], [0.946631, 0.754221, 4.304927], [-0.468965, 0.853630, 5.209344], [-0.809318, 2.924591, 4.406185], [-0.532465, 2.324051, 2.734076], [4.469421, -3.384406, -1.430166], [3.741736, -5.901909, 0.019842], [1.148150, -5.297708, 0.859154]],
  "forces_ev_per_a": [[-4.045, -0.333, 1.531], [3.237, -1.371, -0.645], [7.346, -0.564, -3.142], [-0.601, 0.705, -1.825], [1.881, -7.600, 4.630], [-5.619, -4.353, 5.314], [-9.764, -0.627, 4.652], [1.209, -1.032, 0.244], [12.343, -1.664, -5.508], [-1.008, 5.901, -2.809], [-1.770, -10.517, 6.056], [0.759, 4.815, -2.545], [1.347, 8.987, -4.072], [-1.289, -3.580, -1.640], [-4.961, -5.707, -2.980], [-4.478, -4.441, 2.892], [7.218, 4.380, -0.883], [-0.597, 1.982, -3.841], [5.699, 10.759, 1.425], [0.986, -0.435, 2.374], [-0.657, 0.447, 1.226], [2.760, -1.271, -4.087], [6.132, 3.187, -0.092], [-4.780, -0.705, -1.187], [-2.272, -1.321, 1.399], [0.181, 0.005, -0.594], [6.938, 8.881, -8.639], [-7.553, 3.758, 3.040], [-0.687, -4.361, 1.685], [2.049, 0.229, 1.425], [0.218, 0.918, 0.151], [-0.794, -3.508, 2.539], [1.347, 1.286, -1.592], [1.656, -1.278, -3.405], [-3.428, 0.211, -0.782], [-1.270, -0.688, 6.091], [-0.850, -1.006, -0.088], [-1.109, -0.661, 1.698], [-1.306, -1.329, 0.519], [-2.388, 2.447, 0.037], [-2.081, -0.546, 1.427]],
  "lowdin_charge": [0.025, -0.248, 0.159, -0.117, 0.051, -0.165, -0.476, 0.581, 0.100, -0.117, -0.309, -0.106, 0.044, -0.131, -0.531, -0.138, -0.259, 0.002, -0.044, -0.193, 0.024, -0.031, -0.057, -0.050, 0.068, 0.102, 0.017, -0.013, 0.237, 0.169, 0.141, 0.128, 0.190, 0.081, 0.215, 0.051, 0.118, 0.134, 0.123, 0.141, 0.084],
  "relative_energy_ev": 14.403,
  "spin_multiplicity": 1,
  "homo_lumo_gap_ev": 7.975,
  "max_force_ev_per_a": 14.200,
  "energy_ha": -1528.18497
}

***

{
  "formula": "C17H17ClN2O4",
  "method": "ωB97M-V/def2-TZVPD",
  "species": ["C", "O", "C", "C", "C", "C", "C", "O", "O", "N", "C", "N", "C", "C", "C", "C", "C", "Cl", "C", "C", "C", "C", "O", "C", "H", "H", "H", "H", "H", "H", "H", "H", "H", "H", "H", "H", "H", "H", "H", "H", "H"],
  "xyz": [[-6.084997, -2.897268, -0.300166], [-5.749691, -1.659107, 0.277660], [-4.511380, -1.154320, 0.060481], [-3.520008, -1.762457, -0.695860], [-2.281489, -1.164446, -0.858180], [-2.022233, 0.058575, -0.259131], [-0.725005, 0.751874, -0.390089], [-0.489673, 1.836408, 0.112466], [0.131016, 0.038895, -1.116118], [1.393897, 0.480952, -1.545446], [2.225416, 1.096650, -0.802573], [2.132337, 1.446188, 0.502074], [3.555458, 1.373017, -1.468052], [4.638681, 0.605377, -0.760897], [4.639960, -0.784288, -0.813227], [5.606395, -1.517112, -0.151937], [6.584979, -0.853235, 0.572404], [7.799774, -1.762482, 1.402606], [6.600722, 0.529253, 0.638950], [5.623916, 1.250425, -0.026396], [-3.012885, 0.683826, 0.505290], [-4.249794, 0.097120, 0.672502], [-5.275972, 0.621831, 1.392115], [-5.078839, 1.867330, 2.016438], [-6.035651, -2.858234, -1.393122], [-5.437230, -3.700863, 0.064864], [-7.110766, -3.094592, 0.006824], [-3.704983, -2.713187, -1.169365], [-1.521187, -1.645661, -1.450857], [2.870973, 2.018035, 0.878306], [1.202900, 1.619083, 0.870953], [3.758696, 2.445035, -1.431373], [3.482357, 1.059204, -2.508812], [3.870278, -1.288507, -1.377532], [5.605195, -2.594849, -0.194984], [7.366989, 1.035347, 1.204864], [5.642456, 2.330123, 0.023203], [-2.772199, 1.635647, 0.950601], [-4.861161, 2.653350, 1.286350], [-4.270679, 1.824238, 2.753682], [-6.016569, 2.092828, 2.521491]],
  "forces_ev_per_a": [[-0.047, -0.241, -0.119], [0.251, 0.371, 0.109], [-0.041, 0.113, 0.084], [-0.326, -0.107, 0.074], [0.186, 0.339, 0.111], [-0.276, -0.318, -0.088], [0.026, 0.655, 0.349], [-0.120, -0.256, -0.287], [0.110, -0.405, 0.558], [0.057, -0.006, -1.604], [-0.018, 0.309, 0.747], [-0.097, 0.038, 0.394], [-0.162, -0.147, -0.011], [0.177, 0.057, 0.022], [0.080, 0.099, 0.019], [0.043, -0.005, 0.030], [-0.133, 0.174, -0.078], [0.138, -0.108, 0.091], [0.073, -0.139, 0.072], [-0.067, -0.076, -0.098], [-0.066, -0.004, 0.022], [-0.072, -0.109, -0.029], [0.044, -0.335, -0.211], [0.042, 0.200, 0.098], [0.013, 0.001, 0.048], [-0.016, 0.043, -0.023], [0.080, -0.026, -0.048], [-0.069, -0.085, -0.020], [0.047, -0.053, -0.048], [0.015, -0.087, -0.053], [0.168, 0.015, -0.144], [-0.018, -0.006, -0.028], [-0.042, 0.087, 0.048], [-0.103, -0.096, -0.064], [0.021, -0.097, 0.009], [0.082, 0.013, 0.056], [-0.014, 0.114, -0.018], [-0.039, 0.078, 0.062], [0.006, -0.031, 0.025], [-0.018, 0.004, -0.037], [0.088, 0.028, -0.019]],
  "lowdin_charge": [-0.078, -0.056, -0.192, -0.002, -0.011, -0.132, -0.433, 0.073, 0.010, 0.123, -0.409, 0.180, -0.080, -0.237, -0.023, -0.095, -0.678, 0.667, -0.103, -0.043, 0.054, -0.189, -0.062, -0.078, 0.098, 0.098, 0.095, 0.106, 0.118, 0.104, 0.078, 0.123, 0.124, 0.121, 0.106, 0.104, 0.113, 0.115, 0.099, 0.098, 0.095],
  "relative_energy_ev": 2.430,
  "spin_multiplicity": 1,
  "homo_lumo_gap_ev": 9.042,
  "max_force_ev_per_a": 1.605,
  "energy_ha": -1528.62496
}

***

{
  "formula": "C17H17CrN",
  "method": "ωB97M-V/def2-TZVPD",
  "species": ["C", "C", "C", "C", "C", "Cr", "N", "C", "C", "H", "H", "H", "H", "H", "H", "H", "H", "H", "H", "C", "C", "C", "C", "C", "C", "C", "C", "C", "C", "H", "H", "H", "H", "H", "H", "H"],
  "xyz": [[-0.736178, 0.718037, -3.429889], [0.633295, 0.373623, -3.779923], [1.532314, 1.127110, -2.959448], [0.746219, 1.967908, -2.095229], [-0.676241, 1.743054, -2.391362], [0.082155, 0.073026, -1.155845], [-1.196273, -1.202297, -1.209073], [-0.133252, -2.394858, -1.553075], [1.293325, -1.856521, -1.551766], [2.626006, 1.066900, -2.975436], [0.921413, -0.387677, -4.540488], [1.146015, 2.739466, -1.452169], [-1.519930, 2.276273, -1.936432], [-1.627101, 0.300857, -3.897861], [1.945822, -1.897823, -2.474416], [-0.326036, -2.943171, -2.536512], [-2.173082, -1.143726, -1.371397], [1.886837, -1.711483, -0.644700], [-0.501878, -2.885607, -0.668262], [-0.007145, -1.739630, 3.891868], [0.463084, -2.198614, 2.656340], [0.435110, -1.320673, 1.578209], [-0.043693, -0.009713, 1.692360], [-0.095481, 0.939050, 0.609271], [-0.468186, 2.240556, 0.761048], [-0.857451, 2.720230, 2.056931], [-0.810269, 1.842791, 3.140846], [-0.454324, 0.466100, 2.994779], [-0.392393, -0.425775, 4.077731], [-0.014784, -2.429376, 4.738516], [0.823767, -3.210728, 2.532614], [0.798942, -1.697643, 0.614381], [-0.462032, 2.931775, -0.084532], [-1.221202, 3.753593, 2.159445], [-1.009212, 2.196623, 4.158411], [-0.608149, -0.021645, 5.045058]],
  "forces_ev_per_a": [[2.082, 1.161, 0.394], [-1.104, 0.300, 0.245], [-1.316, 0.334, 0.231], [-0.455, -0.088, -1.644], [0.937, -0.473, -0.942], [1.220, -0.381, -2.431], [1.847, -0.655, -0.223], [-1.274, 0.570, -0.307], [-0.349, 1.246, -0.195], [-0.586, -0.015, 0.079], [-0.275, 0.658, 0.890], [-0.062, -0.185, 0.057], [0.459, -0.343, -0.324], [0.293, 0.092, 0.353], [-1.218, 0.035, 1.055], [-0.145, 0.716, 1.309], [-0.687, -0.642, -0.661], [-0.088, -0.819, -0.253], [0.937, -1.709, -0.005], [0.097, 0.058, 0.832], [-0.433, 1.048, -0.655], [0.314, -1.291, -0.127], [-0.676, 1.871, 1.369], [0.653, -1.203, -0.424], [-0.381, 0.392, 1.446], [0.113, -0.849, 0.329], [-0.194, 0.772, -0.388], [0.779, -0.001, -1.041], [0.119, -0.390, -0.421], [0.048, 0.228, -0.095], [-0.018, -0.008, -0.008], [-0.351, 0.364, 0.775], [-0.148, -0.187, 0.330], [0.341, -0.453, 0.200], [-0.180, -0.042, -0.351], [-0.297, -0.109, 0.601]],
  "lowdin_spin": [-0.001, 0.028, 0.003, -0.002, 0.010, 2.852, 0.024, 0.023, -0.014, 0.002, 0.002, 0.002, 0.004, 0.000, -0.001, 0.003, 0.008, 0.005, 0.002, -0.004, 0.010, 0.003, 0.009, -0.032, 0.027, -0.007, 0.032, -0.001, 0.007, 0.000, 0.001, 0.005, 0.001, -0.002, 0.002, 0.000],
  "s2": 3.81,
  "spin_multiplicity": 4,
  "homo_lumo_gap_ev": [5.922, 6.618],
  "max_force_ev_per_a": 2.747,
  "total_charge": -1,
  "energy_ha": -1757.10070
}